{"formula": "C5H10ClNO", "method": "ωB97M-V/def2-TZVPD", "homo_lumo_gap_ev": 10.310, "smiles": "C[C@]1(Cl)[C@@H](N)C[C@@H]1O", "homo_ha": -0.3509, "de_lowest_kcal_mol": 24.9, "total_energy_ha": -786.67270, "species": ["Cl", "O", "N", "C", "C", "C", "C", "C", "H", "H", "H", "H", "H", "H", "H", "H", "H", "H"], "coordinates": [[-0.7874, 1.2161, 1.8754], [1.4649, 1.0402, -1.3734], [-1.5372, -1.6099, 0.5369], [0.2094, 0.3616, 0.6384], [0.2176, 1.1881, -0.7257], [-0.5731, -0.7208, -0.1436], [1.5810, -0.0154, 1.2906], [-0.9294, 0.3404, -1.1912], [-0.8637, 0.0477, -2.2319], [-1.8492, 0.8945, -1.0752], [-0.0046, 2.2185, -0.6130], [1.3203, -0.5224, 2.2091], [-2.3046, -1.0390, 0.8971], [-1.9749, -2.2998, -0.0426], [1.5069, 0.1347, -1.7381], [2.1274, 0.8750, 1.5522], [2.2098, -0.6887, 0.6902], [0.1869, -1.4207, -0.5552]], "forces_ev_per_a": [[0.0, -0.2, -0.3], [-0.3, -0.5, -0.6], [0.2, 1.7, 0.5], [1.3, 0.1, -0.1], [1.0, -0.8, 1.6], [-0.6, -1.5, 0.3], [-1.4, -0.1, -0.3], [-0.1, -0.4, -1.1], [-0.1, -0.2, -0.3], [-0.5, -0.2, 0.4], [0.1, 1.0, 0.1], [0.1, -0.3, 0.3], [0.3, -0.2, 0.1], [0.2, -0.3, -0.6], [0.1, 0.7, 0.2], [0.2, 0.3, -0.1], [-0.4, 0.4, -0.1], [-0.3, 0.5, 0.1]]}

=====

{"formula": "C3H6O3", "method": "ωB97M-V/def2-TZVPD", "homo_lumo_gap_ev": 10.257, "smiles": "C=CO.O=CO", "homo_ha": -0.3530, "de_lowest_kcal_mol": 56.8, "total_energy_ha": -343.56408, "species": ["O", "O", "O", "C", "C", "C", "H", "H", "H", "H", "H", "H"], "coordinates": [[1.5048, -0.0031, 0.0681], [-1.2036, -1.8125, -0.9209], [2.6711, 0.5632, 1.8726], [-1.2527, -0.6809, -0.1615], [2.2641, 0.8477, 0.7948], [-1.6077, 0.4787, -0.7349], [-2.1335, 1.2497, -0.1824], [2.4908, 1.8121, 0.3311], [-1.3207, -0.8705, 0.9114], [-0.7073, -2.5148, -0.4720], [-1.2444, 0.8195, -1.6974], [0.5390, 0.1109, 0.1912]], "forces_ev_per_a": [[-0.1, -0.1, -0.5], [1.3, -0.1, 0.0], [0.4, 0.0, 0.5], [-2.2, -0.3, -0.3], [-0.4, -0.1, 0.4], [0.9, 0.6, 0.6], [0.6, 0.0, 0.5], [0.0, 0.0, -0.4], [-0.2, 0.1, -0.1], [-0.1, 0.3, -0.1], [-0.6, -0.8, -0.5], [0.4, 0.3, -0.2]]}